This record from the Open Molecules 2025 dataset describes a structure of composition C30H44Cl2CoN5O3Si4Te at a distorted geometry. The level of theory is the ωB97M-V functional and the def2-TZVPD basis.

Geometry (Å):
Co  1.518  1.173  -1.035
Cl  -1.201  2.018  -7.129
C  -0.380  2.325  -5.625
C  -0.357  1.314  -4.672
C  0.291  1.514  -3.458
N  0.370  0.601  -2.428
C  0.473  -0.749  -2.626
O  -0.386  -1.501  -3.046
C  1.931  -1.192  -2.596
C  2.336  -2.306  -3.312
C  3.692  -2.497  -3.525
C  4.592  -1.566  -3.032
C  4.097  -0.489  -2.309
N  2.805  -0.320  -2.075
C  0.956  2.752  -3.234
C  0.895  3.761  -4.180
C  0.223  3.547  -5.381
Cl  0.187  4.830  -6.555
N  1.693  2.778  -2.045
C  2.178  3.848  -1.429
O  2.176  5.041  -1.759
C  2.783  3.452  -0.092
C  3.435  4.383  0.700
C  3.976  3.968  1.906
C  3.858  2.637  2.278
C  3.185  1.765  1.438
N  2.652  2.169  0.286
H  -0.853  0.374  -4.872
H  1.584  -2.976  -3.705
H  4.041  -3.349  -4.094
H  5.656  -1.665  -3.197
H  4.763  0.253  -1.881
H  1.391  4.702  -3.992
H  3.504  5.399  0.339
H  4.488  4.674  2.548
H  4.266  2.271  3.210
H  3.045  0.719  1.682
C  -0.079  5.737  1.166
N  -0.302  4.305  1.250
C  0.039  3.604  2.474
C  -0.446  3.590  0.113
O  -0.398  2.376  0.045
H  -0.221  6.176  2.153
H  -0.797  6.190  0.484
H  0.929  5.976  0.814
H  -0.320  4.178  3.329
H  1.120  3.461  2.569
H  -0.433  2.624  2.464
H  -0.616  4.222  -0.775
C  -3.593  -1.706  3.705
Si  -2.323  -0.766  2.662
C  -1.096  -0.014  3.883
C  -3.202  0.648  1.782
Si  -1.182  -2.125  1.123
Te  0.968  -0.996  0.676
Si  -2.638  -2.716  -0.617
C  -1.924  -4.039  -1.746
C  -3.299  -1.257  -1.595
C  -4.148  -3.491  0.232
Si  -0.462  -4.056  2.243
C  0.715  -5.043  1.152
C  -1.841  -5.231  2.788
C  0.476  -3.554  3.801
H  -4.112  -1.018  4.380
H  -3.099  -2.465  4.317
H  -4.344  -2.211  3.094
H  -1.557  0.818  4.425
H  -0.212  0.347  3.353
H  -0.761  -0.757  4.610
H  -3.585  1.370  2.510
H  -4.045  0.288  1.187
H  -2.513  1.166  1.109
H  -1.079  -3.646  -2.310
H  -2.690  -4.375  -2.452
H  -1.591  -4.903  -1.167
H  -2.501  -0.751  -2.138
H  -3.781  -0.535  -0.933
H  -4.042  -1.609  -2.317
H  -3.882  -4.319  0.890
H  -4.841  -3.870  -0.526
H  -4.684  -2.751  0.831
H  0.200  -5.471  0.290
H  1.167  -5.859  1.724
H  1.509  -4.393  0.779
H  -2.380  -5.646  1.934
H  -2.569  -4.736  3.433
H  -1.406  -6.067  3.345
H  1.185  -2.756  3.576
H  1.026  -4.409  4.205
H  -0.207  -3.193  4.574

- gap between HOMO and LUMO (alpha / beta) (eV) = 6.3 / 6.3
- HOMO (alpha / beta) (eV) = -4.085 / -4.076
- ΔE to the lowest compared entry with this formula, charge and spin (kcal/mol) = 3.2
- LUMO (alpha / beta) (eV) = 2.203 / 2.201
- total energy (a.u.) = -5398.504238
- total charge = -1
- spin multiplicity = 2